No. 1
A structure of composition C20H18F6MgN9O6S4, computed with ωB97M-V/def2-TZVPD.

Geometry as XYZ:
```
64
Properties=species:S:1:pos:R:3:forces:R:3:nbo_charge:R:1
Mg -1.3100 0.5436 0.9251 1.2 -0.8 0.1 1.79
C -1.0763 -4.0475 0.9776 1.7 0.1 -0.1 -0.70
C -1.2847 -2.5973 0.6628 0.2 2.1 0.8 0.10
N -0.5086 -1.6480 1.2658 -1.1 -2.0 -1.1 -0.25
N 0.4701 -2.2443 1.9110 2.2 0.9 0.9 -0.48
C 1.5367 -1.5358 2.4270 -2.0 2.6 -0.4 0.30
N 2.5969 -2.3574 2.6069 2.5 -0.9 -0.3 -0.81
S 1.6959 0.1600 2.7833 -0.4 -2.0 0.1 -0.38
C -2.2583 -2.0755 -0.3149 0.9 1.0 1.0 0.19
C -3.0863 -2.9054 -1.0496 -0.9 -1.1 -0.9 -0.27
C -3.7777 -2.4069 -2.1933 1.0 -0.2 0.7 -0.14
C -3.7349 -1.0253 -2.3957 -0.6 -0.5 -0.5 -0.31
C -2.9848 -0.2582 -1.5245 0.1 2.2 -0.3 0.08
N -2.2354 -0.7044 -0.5261 -0.8 -1.3 -0.4 -0.60
H -0.4055 -4.0939 1.8527 -0.5 0.1 -0.4 0.28
H -0.5365 -4.6333 0.2132 -0.2 0.4 -0.1 0.22
H -1.9379 -4.5982 1.2196 -1.6 -0.5 0.1 0.20
H 2.8052 -2.8354 1.7400 -0.6 -0.8 0.0 0.38
H 3.5129 -1.9512 2.8455 -1.3 0.5 0.3 0.38
H -3.1747 -3.9643 -0.6834 0.3 1.1 -0.9 0.23
H -4.1819 -3.0792 -2.9771 -0.2 0.4 1.0 0.22
H -4.3238 -0.5216 -3.1852 0.7 -0.5 0.4 0.22
H -2.9711 0.8621 -1.7210 0.1 -1.5 0.5 0.21
N 6.4728 2.4572 1.0798 -0.2 0.5 0.3 -0.83
C 5.2422 2.5190 0.4236 -0.4 -0.3 0.6 0.20
C 5.0494 2.5251 -0.9788 1.6 0.6 0.2 -0.31
C 3.8424 2.1867 -1.5085 -2.3 -0.3 0.5 -0.15
C 2.7049 1.9640 -0.6642 1.4 -0.2 -0.3 -0.36
C 2.8850 2.2386 0.6819 -1.9 -0.5 0.4 -0.16
C 4.0927 2.4988 1.2605 2.3 0.1 -0.7 -0.28
S 1.0941 1.3202 -1.1841 0.4 1.0 0.2 2.31
O 0.5793 2.3870 -2.0292 -0.4 -0.9 0.3 -0.95
O 0.3727 1.1375 0.1283 0.2 0.6 -1.6 -1.12
N 1.1825 -0.1274 -1.7828 0.4 -0.2 0.6 -0.91
C 1.8295 -0.4709 -2.9168 0.6 0.7 -0.9 0.56
N 2.3209 0.5262 -3.7427 -1.4 -0.4 0.2 -0.52
C 2.5351 0.1734 -4.9924 0.3 0.2 0.6 0.10
C 2.6643 -1.1460 -5.3936 0.1 -0.1 -1.1 -0.40
C 2.2810 -2.1102 -4.4934 -0.5 -0.3 1.3 0.08
N 1.8804 -1.7818 -3.2511 -0.5 -0.2 -0.4 -0.50
H 7.3767 2.3029 0.6375 -0.8 0.1 0.2 0.39
H 6.3791 2.4093 2.1025 0.6 0.0 -1.1 0.39
H 5.8398 2.8575 -1.6927 -0.4 -0.7 0.8 0.21
H 3.7287 2.1345 -2.5704 -0.1 -0.1 -0.4 0.24
H 1.9875 2.1243 1.2914 0.5 0.2 0.0 0.26
H 4.3125 2.5768 2.3357 -0.8 -0.1 -0.4 0.20
H 2.5128 0.9827 -5.7203 0.8 0.0 0.0 0.18
H 3.0560 -1.3399 -6.3844 -0.4 -0.3 -0.1 0.21
H 2.1501 -3.1913 -4.7515 0.6 1.0 0.2 0.19
F -6.3072 2.8452 1.7364 0.4 -0.1 0.0 -0.30
C -5.3122 2.2858 1.0590 -0.5 -0.2 -1.1 0.75
F -5.3794 2.7209 -0.2372 0.2 -0.4 1.4 -0.31
F -5.4660 0.9519 1.0601 0.1 0.7 0.1 -0.30
S -3.6349 2.7232 1.7189 2.8 -0.8 -0.2 2.19
O -2.7840 1.9592 0.6939 -1.7 1.3 2.6 -1.04
O -3.4767 4.1490 1.7044 -0.6 -0.8 -0.3 -0.87
N -3.5953 2.2010 3.2589 0.1 0.1 -1.6 -1.20
S -2.5306 1.2097 3.9082 0.2 -0.3 -1.0 2.26
O -1.5288 0.6831 2.9820 -0.5 0.7 0.0 -1.02
O -2.0439 1.6709 5.1691 -0.9 -0.4 -0.5 -0.85
C -3.5816 -0.3336 4.0236 -0.4 -1.7 1.8 0.72
F -3.5947 -0.9548 2.8475 0.2 0.3 0.0 -0.30
F -3.1071 -1.2335 4.9654 -0.1 1.3 -1.2 -0.33
F -4.8594 -0.1147 4.3661 0.4 0.5 -0.1 -0.31
```
Positions in Å, forces in eV/Å.

As for the net charge: -1. For the lowest unoccupied orbital energy (alpha / beta), the calculation gives 0.0769 / 0.0768 Ha. The highest occupied orbital energy (alpha / beta) is -4.3 / -4.3 eV.

---

No. 2
A structure of composition C20H18I2NOPbSSe, computed with ωB97M-V/def2-TZVPD.

Geometry as XYZ:
```
45
Properties=species:S:1:pos:R:3:forces:R:3:nbo_charge:R:1
Pb -4.4217 -10.0457 10.0778 0.2 -2.0 0.2 1.42
C -4.4082 -6.7874 11.5611 1.1 0.8 -1.7 -0.21
C -4.5878 -6.2642 10.2699 0.9 -0.6 2.0 -0.15
C -5.8642 -6.2663 9.6836 -0.2 -0.1 0.2 0.07
C -6.9068 -6.9323 10.3419 -1.0 -0.8 1.0 -0.19
C -6.7406 -7.5096 11.5891 -0.6 0.2 -1.2 -0.16
C -5.4686 -7.4165 12.2225 -0.8 -0.3 0.1 0.04
H -3.4121 -6.7671 12.0090 -0.4 0.1 -0.1 0.28
H -3.7528 -5.8677 9.7361 0.4 0.4 -0.2 0.27
H -6.0695 -5.7832 8.7445 0.1 0.2 -0.3 0.27
H -7.8543 -6.9920 9.8372 -0.3 0.0 0.0 0.27
H -7.5619 -8.0751 12.0314 0.2 0.3 0.1 0.28
H -5.3511 -7.9132 13.1755 0.2 0.1 0.2 0.26
I -6.9577 -10.8980 7.8471 1.4 0.0 0.1 0.27
C -5.0491 -10.7860 6.7430 -0.1 -0.3 -0.6 -0.69
I -2.8838 -11.0190 7.3195 -1.7 0.2 0.8 0.29
H -5.0899 -9.8061 6.2985 0.2 0.2 -0.1 0.22
H -5.1804 -11.5487 5.9741 0.2 0.1 0.2 0.25
O -4.9948 -12.2076 10.9768 0.1 2.4 -0.2 -1.12
S -4.8780 -13.7330 11.0171 0.4 -1.0 -1.0 1.31
C -3.4745 -14.1089 9.9315 -0.3 0.3 0.5 -0.27
C -2.1758 -13.7583 10.2837 0.8 -0.2 -0.1 -0.23
C -1.1208 -14.1161 9.4115 0.1 0.6 1.2 -0.19
C -1.3665 -14.8955 8.2937 -0.4 0.4 -0.5 -0.17
C -2.6763 -15.1741 7.9334 -1.2 -0.1 -0.3 -0.18
C -3.7489 -14.7135 8.7111 1.4 -0.2 0.2 -0.20
C -4.2738 -14.1277 12.6448 0.8 0.3 -0.6 -0.28
C -3.2546 -15.0552 12.8233 -0.2 -0.1 0.9 -0.20
C -2.8106 -15.2880 14.1244 0.2 0.0 -0.3 -0.18
C -3.3295 -14.5964 15.2268 0.2 -0.2 -0.2 -0.17
C -4.2743 -13.6108 14.9985 -0.4 0.9 -0.9 -0.19
C -4.7638 -13.3801 13.6926 0.2 -0.1 0.9 -0.22
H -1.9748 -13.2808 11.2556 0.0 -0.2 -0.6 0.23
H -0.0907 -13.8084 9.6591 -0.6 -0.3 -0.1 0.24
H -0.5750 -15.1742 7.6150 0.2 -0.2 0.2 0.25
H -2.9481 -15.7546 7.0365 0.5 0.4 0.4 0.25
H -4.7364 -14.8077 8.3556 -1.1 -0.5 -0.2 0.24
H -2.7973 -15.5762 12.0016 0.0 -0.2 -0.1 0.25
H -1.9704 -15.9622 14.2226 -0.2 -0.2 0.3 0.25
H -2.9815 -14.8203 16.2405 0.0 0.2 -0.5 0.26
H -4.5897 -12.8944 15.7535 -0.1 -0.6 0.2 0.24
H -5.5081 -12.6221 13.4951 0.0 0.1 0.2 0.23
Se -1.2774 -10.7283 14.3452 0.4 -0.3 0.9 0.61
C -2.0210 -10.2281 12.8367 -2.0 1.0 -4.4 0.04
N -2.5247 -9.9439 11.7809 1.3 -0.9 3.4 -0.57
```
Positions in Å, forces in eV/Å.

As for the net charge: +3. For the lowest unoccupied orbital energy (alpha / beta), the calculation gives -0.4294 / -0.5128 Ha. The highest occupied orbital energy (alpha / beta) is -16.7 / -16.7 eV.

---

No. 3
A structure of composition C20H18IN6O2Sn, computed with ωB97M-V/def2-TZVPD.

Geometry as XYZ:
```
48
Properties=species:S:1:pos:R:3:forces:R:3:nbo_charge:R:1
Sn 1.0941 -0.4282 -2.1389 -0.8 0.6 -0.6 1.56
C -2.4227 -2.7446 -1.4527 -0.1 0.0 0.1 -0.67
C -2.3396 -2.2875 -0.0419 0.7 0.3 -0.1 0.30
N -3.2746 -2.5615 0.8056 -1.2 -0.6 0.0 -0.36
C -3.1943 -2.4140 2.1140 0.4 0.2 -0.5 0.15
C -1.9769 -2.0013 2.7041 0.5 0.4 0.3 0.07
C -1.8653 -1.8576 4.2107 0.1 -0.3 -0.1 -0.12
O -1.2722 -0.6334 4.5943 0.1 0.1 -0.2 -0.72
C -0.9436 -1.6020 1.8678 0.0 0.3 0.0 -0.19
C 0.3220 -1.1805 2.4638 -0.1 -0.3 0.4 0.23
N 1.2061 -0.4504 1.9263 0.1 0.3 -0.1 -0.33
C 2.2707 0.2019 2.4070 -0.3 -0.1 0.1 0.26
C 2.1388 1.0399 3.5525 0.1 0.2 0.3 -0.19
C 3.2457 1.6357 4.0916 -0.2 0.0 0.0 -0.18
C 4.5011 1.4630 3.4842 0.1 0.0 0.0 -0.02
C 4.6450 0.6910 2.3234 0.0 -0.1 -0.1 -0.23
C 3.5424 0.0908 1.7763 0.4 -0.4 -0.7 -0.14
I 3.7354 -1.0638 0.0168 0.2 0.3 0.8 0.30
C -1.1065 -1.6136 0.4347 -0.4 -0.5 0.0 0.47
O -0.2240 -1.2364 -0.3711 0.2 0.4 -0.2 -0.72
H -3.4465 -3.0128 -1.6975 0.0 0.0 0.0 0.28
H -2.0558 -1.9751 -2.1323 0.0 0.0 0.0 0.22
H -1.7985 -3.6337 -1.5896 0.0 0.0 0.0 0.27
H -4.0993 -2.5644 2.6912 0.0 0.0 0.0 0.24
H -2.8388 -2.0135 4.6735 0.0 0.0 0.0 0.23
H -1.2074 -2.6657 4.5556 -0.1 0.0 0.1 0.22
H -1.9426 -0.0013 4.8731 -0.1 0.0 0.1 0.50
H 0.5239 -1.6153 3.4453 0.2 0.1 0.0 0.23
H 1.1648 1.1545 4.0111 0.0 -0.1 0.0 0.26
H 3.1575 2.2310 4.9900 0.0 0.0 0.0 0.27
H 5.3761 1.9360 3.9118 0.0 0.0 0.0 0.26
H 5.6202 0.5765 1.8700 0.0 0.0 0.0 0.27
N -0.3493 1.6550 -5.8619 -0.1 0.1 0.1 -0.45
C 0.2406 0.6777 -6.6140 0.2 -0.3 0.0 -0.03
C 0.7731 -0.2135 -5.7260 0.0 0.0 -0.3 -0.06
N 0.5078 0.2171 -4.4545 0.0 -0.1 0.6 -0.59
C -0.1718 1.3509 -4.5638 0.1 -0.2 -0.4 0.30
C -0.5657 2.0409 -3.3604 -0.1 0.3 0.3 0.34
N -0.1926 1.5614 -2.1755 0.4 -0.7 0.0 -0.63
C -0.7008 2.4080 -1.2194 -0.1 0.2 0.1 -0.07
C -1.3813 3.4105 -1.8373 0.1 -0.2 0.3 -0.03
N -1.2854 3.1585 -3.1835 0.0 -0.1 -0.1 -0.45
H -0.8177 2.4598 -6.2506 0.0 0.0 0.0 0.45
H 0.2391 0.6855 -7.6907 0.0 0.1 0.0 0.27
H 1.3193 -1.1184 -5.9308 0.0 0.0 0.0 0.25
H -0.5326 2.2482 -0.1686 0.0 0.0 0.0 0.24
H -1.9140 4.2560 -1.4382 0.0 0.0 -0.1 0.27
H -1.7041 3.7384 -3.8956 0.0 0.0 -0.1 0.46
```
Positions in Å, forces in eV/Å.

As for the net charge: +3. For the lowest unoccupied orbital energy (alpha / beta), the calculation gives -0.4091 / -0.4209 Ha. The highest occupied orbital energy (alpha / beta) is -16.9 / -16.9 eV.

---

No. 4
The molecule C20H18N2O4, computed with ωB97M-V/def2-TZVPD.

Geometry as XYZ:
```
44
Properties=species:S:1:pos:R:3:forces:R:3:nbo_charge:R:1
C 6.8047 1.4724 0.8946 0.1 0.2 0.2 -0.26
H 6.6772 1.0622 1.9007 0.0 0.0 0.0 0.18
O 6.4962 0.5164 -0.0948 -0.1 -0.3 -0.3 -0.48
C 5.2495 0.0051 -0.1493 -0.2 -0.2 -0.1 0.35
C 5.0197 -0.9421 -1.1564 0.2 0.2 0.1 -0.27
C 3.7864 -1.5248 -1.2950 -0.2 0.1 0.2 -0.13
C 2.7229 -1.1907 -0.4380 0.5 0.3 0.1 -0.20
C 2.9647 -0.2419 0.5626 -0.1 -0.2 -0.2 -0.07
C 4.2022 0.3470 0.7080 0.3 0.2 0.1 -0.33
H 4.3453 1.0724 1.4930 0.0 0.1 0.1 0.23
H 2.1716 0.0371 1.2373 0.0 0.1 0.1 0.22
C 1.4608 -1.8401 -0.6342 -0.8 0.0 0.3 0.07
C 0.2936 -1.6995 0.0438 0.4 -0.7 -0.9 -0.36
C 0.0212 -0.8259 1.1105 0.0 0.5 0.6 0.30
N -0.2993 -0.1232 1.9621 0.1 0.1 0.2 -0.34
C -0.8758 -2.5096 -0.3912 0.1 -0.2 -0.4 0.80
O -0.9288 -3.1429 -1.4129 0.0 0.0 0.2 -0.58
O -1.8597 -2.4292 0.5176 0.1 0.0 0.2 -0.52
C -3.1389 -2.9545 0.1924 -0.5 -0.3 -0.4 -0.17
H -3.3926 -3.7295 0.9223 0.1 0.1 -0.1 0.21
H -3.1259 -3.3950 -0.8093 -0.1 0.1 0.2 0.24
C -4.1997 -1.8427 0.2460 0.6 -0.3 0.2 0.65
O -5.2637 -1.9538 -0.3212 -0.3 -0.2 -0.2 -0.62
N -3.8341 -0.7967 1.0034 0.2 0.3 0.4 -0.61
H -2.8959 -0.7776 1.3790 -0.1 -0.1 -0.1 0.42
C -4.5652 0.4559 1.0270 -0.1 0.0 -0.1 -0.26
C -3.8181 1.4876 0.2200 -0.1 0.0 0.0 0.05
C -4.2396 1.8336 -1.0561 0.0 0.0 0.1 -0.24
C -3.5087 2.7324 -1.8141 0.0 0.0 -0.1 -0.20
C -2.3452 3.2845 -1.3060 0.0 0.1 -0.1 -0.22
C -1.9150 2.9369 -0.0364 0.1 0.0 0.0 -0.19
C -2.6477 2.0432 0.7236 -0.1 0.0 0.0 -0.25
H -2.3035 1.7699 1.7106 0.0 0.0 0.1 0.22
H -1.0053 3.3603 0.3632 0.1 0.0 0.0 0.21
H -1.7732 3.9826 -1.8995 0.0 0.1 0.0 0.21
H -3.8455 2.9979 -2.8054 0.0 0.0 -0.1 0.21
H -5.1406 1.3930 -1.4569 -0.1 -0.1 0.0 0.22
H -4.6724 0.7797 2.0668 -0.1 0.0 -0.1 0.21
H -5.5503 0.2592 0.6000 0.1 0.1 0.1 0.24
H 1.4223 -2.5601 -1.4451 -0.1 0.0 0.0 0.23
H 3.6250 -2.2533 -2.0756 0.0 -0.1 -0.1 0.22
H 5.8372 -1.1963 -1.8121 0.1 0.0 -0.1 0.23
H 6.1928 2.3726 0.7857 0.0 0.0 0.0 0.18
H 7.8516 1.7272 0.7394 -0.1 0.0 0.0 0.21
```
Positions in Å, forces in eV/Å.

As for the SMILES: COc1ccc(/C=C(\C#N)C(=O)OCC(=O)NCc2ccccc2)cc1. As for the net charge: 0. For the lowest unoccupied orbital energy, the calculation gives -0.0309 Ha. The highest occupied orbital energy is -8.8 eV.